(1)
Molecular formula: C4H5BS
Method: DFT, ωB97M-V/def2-TZVPD

The geometry in XYZ format:
```
11
Properties=species:S:1:pos:R:3:nbo_charge:R:1
B 3.89 -0.22 -0.08 0.27
C -2.01 0.45 -0.03 -0.24
C -0.61 0.96 -0.15 -0.40
C -2.08 -0.87 0.22 -0.40
C 0.25 -0.08 0.03 -0.07
S -0.50 -1.62 0.09 0.35
H 3.65 -0.28 -1.25 -0.11
H 3.71 0.04 1.07 -0.11
H -2.91 1.16 -0.05 0.23
H -0.58 2.05 -0.29 0.24
H -2.79 -1.61 0.43 0.23
```

multiplicity: 1
Kohn-Sham gap (alpha / beta): 9.18 / 6.14 eV



(2)
Molecular formula: C4H6O2
Method: DFT, ωB97M-V/def2-TZVPD

The geometry in XYZ format:
```
12
Properties=species:S:1:pos:R:3:nbo_charge:R:1
C 1.46 -0.62 0.19 -0.64
C 0.36 0.40 0.45 -0.01
O -0.02 1.14 -0.73 -0.52
C -1.32 0.54 -0.81 -0.19
C -1.06 -0.16 0.52 0.58
O -1.69 -0.83 1.28 -0.49
H 1.25 -1.56 0.71 0.23
H 1.50 -0.82 -0.89 0.23
H 2.44 -0.26 0.50 0.22
H 0.61 1.08 1.28 0.20
H -1.40 -0.16 -1.66 0.20
H -2.13 1.27 -0.85 0.21
```

SMILES: C[C@H]1OCC1=O
multiplicity: 1
Kohn-Sham gap: 10.86 eV



(3)
Molecular formula: C18H49N3O6
Method: DFT, ωB97M-V/def2-TZVPD

The geometry in XYZ format:
```
76
Properties=species:S:1:pos:R:3:mulliken_spin:R:1
C -8.81 -1.50 26.98 0.00
O -8.92 -1.56 25.56 0.02
C -9.06 -2.90 25.06 -0.01
C -8.99 -2.86 23.47 0.04
N -7.60 -2.93 23.02 0.73
C -7.43 -2.61 21.62 0.04
C -5.92 -2.61 21.30 0.00
O -5.32 -1.36 21.76 0.03
C -3.90 -1.33 21.77 0.00
H -7.91 -1.99 27.33 0.00
H -9.78 -1.88 27.30 0.00
H -8.58 -0.50 27.34 0.00
H -10.04 -3.21 25.43 0.00
H -8.25 -3.47 25.51 0.01
H -9.58 -2.03 23.07 0.05
H -9.44 -3.74 23.00 0.03
H -7.07 -2.26 23.56 0.00
H -7.84 -1.65 21.32 0.04
H -7.87 -3.34 20.94 0.02
H -5.73 -2.69 20.23 0.00
H -5.47 -3.45 21.84 0.00
H -3.40 -0.47 22.20 0.00
H -3.57 -1.53 20.75 0.00
H -3.45 -2.17 22.28 0.00
C -0.60 -2.28 27.26 0.00
C -1.45 -3.44 27.78 0.00
C -1.13 -3.87 29.19 0.00
O -2.06 -4.82 29.72 0.00
C -2.05 -6.16 29.17 0.00
N -2.82 -3.04 27.75 0.00
H -0.48 -1.46 27.97 0.00
H -0.93 -1.84 26.31 0.00
H 0.41 -2.58 27.01 0.00
H -1.45 -4.27 27.08 0.00
H -1.14 -3.02 29.88 0.00
H -0.12 -4.29 29.19 0.00
H -2.92 -6.75 29.47 0.00
H -1.10 -6.67 29.33 0.00
H -2.19 -6.07 28.09 0.00
H -2.83 -2.20 28.31 0.00
H -3.27 -3.74 28.34 0.00
C -6.17 -4.74 27.66 0.00
C -6.89 -4.57 29.02 0.00
C -8.36 -5.05 28.92 0.00
O -9.02 -4.69 30.16 0.00
C -10.42 -5.00 30.10 0.00
N -6.21 -5.31 30.10 0.00
H -6.55 -4.04 26.91 0.00
H -6.31 -5.80 27.43 0.00
H -5.10 -4.55 27.72 0.00
H -6.81 -3.51 29.23 0.00
H -8.35 -6.13 28.75 0.00
H -8.85 -4.59 28.06 0.00
H -10.64 -6.06 30.04 0.00
H -10.87 -4.43 29.29 0.00
H -10.87 -4.60 31.01 0.00
H -6.75 -5.00 30.90 0.00
H -5.34 -4.80 30.21 0.00
C -5.50 -0.93 29.20 0.00
C -4.23 -0.10 29.51 0.00
O -3.18 -0.91 29.99 0.00
H -5.82 -1.62 29.98 0.00
H -5.21 -1.45 28.28 0.00
H -6.36 -0.33 28.88 0.00
H -4.27 0.65 30.30 0.00
H -4.00 0.54 28.66 0.00
H -2.42 -0.34 30.11 0.00
C -4.10 -0.64 25.15 0.00
C -4.57 -2.04 25.15 -0.01
O -3.46 -2.85 25.00 0.00
H -3.79 -0.57 26.19 0.00
H -4.90 0.05 24.87 0.00
H -3.24 -0.49 24.50 0.00
H -5.12 -2.28 24.24 0.00
H -5.22 -2.25 26.00 0.00
H -3.06 -2.92 25.87 0.00
```

total charge: +1
multiplicity: 2
expectation value of S²: 0.7545
Kohn-Sham gap (alpha / beta): 9.20 / 3.37 eV



(4)
Molecular formula: C19H41BBr6NO3Si
Method: DFT, ωB97M-V/def2-TZVPD

The geometry in XYZ format:
```
72
Properties=species:S:1:pos:R:3:mulliken_spin:R:1
C 1.66 -2.42 -0.16 0.01
C 0.82 -1.42 0.64 -0.06
C 0.29 -2.16 1.89 0.04
C -0.29 -0.90 -0.29 0.03
C -0.93 0.48 0.03 -0.03
C -0.88 1.31 -1.30 0.01
B 0.53 1.97 -1.63 0.01
O 0.68 3.32 -1.48 0.00
O 1.59 1.24 -2.14 0.00
Si -2.78 0.25 0.41 0.00
C -3.60 1.93 0.59 0.00
C -3.62 -0.68 -0.98 0.00
C -3.06 -0.67 2.04 0.00
C -0.34 1.23 1.25 0.03
C 1.12 0.92 1.72 -0.04
C 1.13 0.71 3.24 0.02
C 2.04 2.12 1.47 0.00
N 1.70 -0.28 1.03 0.54
O 2.69 -0.06 0.25 0.43
H 2.58 -2.67 0.37 0.00
H 1.92 -2.04 -1.14 0.01
H 1.07 -3.32 -0.29 0.00
H 0.74 -3.15 1.94 0.00
H -0.79 -2.30 1.83 0.00
H 0.54 -1.67 2.82 -0.01
H 0.14 -0.86 -1.29 0.02
H -1.06 -1.68 -0.31 0.00
H -1.11 0.61 -2.10 0.00
H -1.65 2.08 -1.33 0.00
H 1.50 3.59 -1.04 0.00
H 1.93 0.54 -1.55 0.00
H -4.60 1.79 1.00 0.00
H -3.05 2.59 1.26 0.00
H -3.71 2.43 -0.37 0.00
H -4.71 -0.59 -0.90 0.00
H -3.30 -0.32 -1.96 0.00
H -3.39 -1.75 -0.93 0.00
H -3.74 -0.10 2.67 0.00
H -3.51 -1.65 1.87 0.00
H -2.14 -0.82 2.62 0.00
H -0.99 1.09 2.12 0.00
H -0.38 2.30 1.03 0.00
H 0.96 1.67 3.73 0.00
H 2.10 0.33 3.57 -0.01
H 0.33 0.05 3.58 0.00
H 1.55 3.01 1.87 0.00
H 2.26 2.27 0.42 0.01
H 3.00 1.98 1.97 0.00
Br -6.47 3.62 -1.74 0.00
C -5.77 4.31 -3.42 0.00
C -5.08 3.24 -4.22 0.00
Br -3.35 2.77 -3.46 0.00
H -5.10 5.12 -3.17 0.00
H -6.62 4.69 -3.97 0.00
H -4.88 3.59 -5.23 0.00
H -5.65 2.32 -4.26 0.00
Br 3.22 -3.88 3.19 0.00
C 2.36 -5.61 3.26 0.00
C 3.04 -6.62 2.36 0.00
Br 2.64 -6.29 0.49 0.00
H 1.32 -5.46 2.99 0.00
H 2.43 -5.94 4.30 0.00
H 2.67 -7.62 2.58 0.00
H 4.12 -6.59 2.46 0.00
Br 6.95 0.01 -2.09 0.00
C 5.06 0.24 -2.49 0.00
C 4.71 1.68 -2.79 0.00
Br 4.68 2.75 -1.18 0.00
H 4.51 -0.13 -1.63 0.01
H 4.86 -0.38 -3.36 0.00
H 3.70 1.74 -3.20 0.00
H 5.42 2.15 -3.47 0.00
```

multiplicity: 2
expectation value of S²: 0.7543
Kohn-Sham gap (alpha / beta): 8.69 / 9.52 eV